No. 1
Computed, not measured: a cluster of 10 separate species, C37H90F30N5O3P5 in total in a non-equilibrium geometry, with ωB97M-V with the def2-TZVPD basis set.

Its LUMO energy (spin up / spin down) is 1.243 / 1.228 eV. The HOMO-LUMO gap (spin up / spin down) comes out at 2.44 / 9.61 eV. Its net charge is -1. The value obtained for the highest occupied orbital energy (spin up / spin down) is -0.0439 / -0.3080 Ha. Its spin multiplicity is 2.

The geometry in XYZ format:
```
170
C37H90F30N5O3P5 | OMol25 | ωB97M-V with the def2-TZVPD basis set
C 0.20215 1.43403 2.25644
N -0.37087 0.91595 0.93780
C -0.82225 2.01895 -0.01667
C 0.71853 0.15477 0.20116
C -1.63971 -0.00385 1.35823
C -2.30003 -0.72283 0.15086
O -1.32808 -1.70700 -0.17616
H -0.61903 2.05856 2.60818
H 1.02826 2.12250 2.07851
H 0.55027 0.63808 2.91476
H -1.25010 1.60223 -0.92847
H 0.02094 2.65024 -0.29702
H -1.49015 2.62625 0.59423
H 0.83778 -0.64749 0.92934
H 1.54228 0.86764 0.23800
H 0.53219 -0.12109 -0.83676
H -2.41916 0.66053 1.73127
H -1.35860 -0.70670 2.14250
H -2.42835 -0.03441 -0.68444
H -3.19636 -1.26010 0.46076
H -1.81059 -2.44131 -0.56290
C 1.64528 -2.42067 4.24195
N 2.12868 -2.88873 5.63704
C 3.21890 -1.84979 6.12960
C 0.97504 -2.89061 6.64787
C 2.81849 -4.27002 5.50890
C 1.77245 -5.34883 5.21802
O 2.56819 -6.47180 4.89624
H 1.37713 -1.36423 4.25309
H 0.69398 -2.92014 4.05854
H 2.31163 -2.67943 3.41908
H 2.69810 -0.89419 6.19037
H 4.17021 -1.84167 5.59758
H 3.49152 -2.12370 7.14880
H 0.21826 -3.53492 6.20037
H 0.57609 -1.88416 6.77435
H 1.41729 -3.21734 7.58902
H 3.21007 -4.34131 6.52363
H 3.63864 -4.15821 4.79971
H 1.04891 -5.16649 4.42345
H 1.18418 -5.72652 6.05431
H 1.96880 -7.18397 4.66141
C 3.79390 -2.83487 -1.49873
N 3.12570 -3.47273 -2.72397
C 1.62984 -3.72256 -2.36335
C 3.08954 -2.48441 -3.90043
C 3.67827 -4.85803 -3.05552
C 5.15212 -4.99979 -3.42758
O 6.15067 -4.66018 -2.46758
H 4.83588 -2.68739 -1.78270
H 3.77521 -3.50327 -0.63792
H 3.28153 -1.88028 -1.37899
H 1.61691 -4.36523 -1.48307
H 1.09109 -4.12640 -3.22053
H 1.23455 -2.75226 -2.06272
H 2.30384 -1.75069 -3.72037
H 2.86658 -3.04390 -4.80892
H 4.02176 -2.00751 -4.20316
H 3.07465 -5.21468 -3.89010
H 3.57639 -5.61713 -2.27995
H 5.28259 -4.42680 -4.34560
H 5.38987 -6.05539 -3.55904
H 6.74973 -4.10991 -2.97742
C -11.38717 0.00631 -4.08625
C -10.22376 0.95616 -4.34972
C -8.83519 0.35215 -4.07630
C -8.53892 0.19330 -2.55640
N -7.24064 -0.56604 -2.23288
C -6.75377 -0.48875 -0.73844
C -7.46735 -1.56867 0.07997
C -8.09870 -2.52388 -0.96289
C -7.48394 -2.09833 -2.29231
C -6.02380 -0.27174 -3.12061
C -5.50828 1.20716 -2.94549
C -4.45002 1.59221 -3.97227
H -11.25508 -0.93380 -4.62183
H -12.29466 0.44473 -4.50139
H -11.36381 -0.16174 -3.00953
H -10.41340 1.81812 -3.71006
H -10.27601 1.35115 -5.36428
H -8.07062 1.02597 -4.46294
H -8.79011 -0.62993 -4.54703
H -9.38524 -0.30416 -2.08271
H -8.45413 1.20282 -2.15419
H -5.67103 -0.47060 -0.61419
H -7.03897 0.48913 -0.35048
H -6.71070 -2.03808 0.70865
H -8.21569 -1.21496 0.78918
H -7.79015 -3.54496 -0.73865
H -9.18643 -2.46669 -0.92192
H -6.55011 -2.61077 -2.52355
H -8.20271 -2.41761 -3.04699
H -6.39694 -0.37163 -4.13987
H -5.15074 -0.90927 -2.98126
H -5.12278 1.35487 -1.93670
H -6.34876 1.87254 -3.14290
H -4.00805 2.58533 -3.89186
H -4.92297 1.65863 -4.95207
H -3.62164 0.89461 -4.09568
C 3.57919 0.86998 -2.48014
C 3.26349 2.36863 -2.06838
C 4.51223 3.26158 -2.08759
C 5.81872 2.69340 -1.40132
N 6.84889 3.77453 -1.08726
C 7.42968 4.39356 -2.38445
C 8.94343 4.21988 -2.33638
C 9.13349 2.97268 -1.52793
C 8.05691 3.08155 -0.43958
C 6.33324 4.89462 -0.17147
C 5.44543 4.37783 0.98741
C 4.93160 5.47253 1.91601
H 2.67374 0.26761 -2.55372
H 4.13784 0.38465 -1.67985
H 4.22940 0.77442 -3.34973
H 2.92413 2.36955 -1.03256
H 2.33095 2.70445 -2.52192
H 4.18295 4.25321 -1.77718
H 4.86493 3.35790 -3.11444
H 6.31512 1.98255 -2.06192
H 5.54277 2.24484 -0.44699
H 7.08368 5.41754 -2.52536
H 6.89479 3.92834 -3.21244
H 9.38882 5.07025 -1.82004
H 9.27807 4.26166 -3.37289
H 10.16343 2.94104 -1.17250
H 9.01008 2.19039 -2.27685
H 8.40010 3.63961 0.43156
H 7.86595 2.09187 -0.02463
H 5.71040 5.57564 -0.75146
H 7.17752 5.49999 0.15840
H 5.96658 3.73007 1.69233
H 4.53007 3.84837 0.72308
H 4.14890 6.01585 1.38658
H 5.75090 6.16200 2.11965
H 4.54788 5.00112 2.82079
P 0.98986 5.62746 1.13022
F -0.06351 6.73594 1.79306
F 0.10818 5.68182 -0.23561
F 2.02648 6.81312 0.60383
F 1.84180 4.37951 0.51067
F 1.90572 5.36828 2.55802
F -0.00754 4.49318 1.76839
P 4.14768 0.29788 2.45178
F 5.45877 1.12269 2.86668
F 3.44775 1.40738 1.51503
F 5.03209 -0.19753 1.16107
F 2.98327 -0.72270 2.08986
F 4.75306 -0.91868 3.46276
F 3.32924 1.00104 3.67536
P -4.00894 -4.59987 -1.03239
F -3.40647 -3.60378 0.13507
F -5.51965 -4.39036 -0.35394
F -4.40349 -3.36906 -2.02539
F -4.64423 -5.55239 -2.19730
F -2.46920 -4.73590 -1.63000
F -3.82794 -5.91541 -0.10692
P -4.91402 3.00068 0.99303
F -4.53281 1.49847 0.43126
F -5.79819 2.21938 2.23236
F -3.57305 2.99550 1.96370
F -5.33834 4.43787 1.68515
F -4.20626 3.67096 -0.24240
F -6.27314 2.90269 0.10150
P -2.34583 -1.06486 5.50176
F -1.72896 -2.03079 6.69562
F -3.78625 -1.77380 5.75360
F -2.72214 0.14111 6.51655
F -3.03108 -0.20909 4.25871
F -0.87429 -0.31638 5.23235
F -1.96318 -2.25688 4.44102
```

Löwdin atomic charge list, values in e, 2 entries: atom 1 (C): 0.03, atom 2 (N): -0.28

---

No. 2
Computed, not measured: a structure of composition C9H22N3ORu, with ωB97M-V with the def2-TZVPD basis set.

Its LUMO energy is -13.235 eV. The HOMO-LUMO gap comes out at 8.72 eV. Its net charge is +3. The value obtained for the highest occupied orbital energy is -0.8068 Ha.

The geometry in XYZ format:
```
36
C9H22N3ORu | OMol25 | ωB97M-V with the def2-TZVPD basis set
Ru 0.75914 -0.16026 -0.31677
C -1.43215 1.65373 -1.76445
N -0.91063 0.29478 -1.41336
C -0.16669 -0.32276 -2.53146
C -2.08050 -0.53215 -0.94906
C -1.58536 -1.83888 -0.39672
N -0.49404 -1.52047 0.57528
C -1.06211 -1.24285 1.92890
C 0.53760 -2.58759 0.61646
H -2.34816 1.51839 -2.34102
H -0.72448 2.19840 -2.38077
H -1.66501 2.19626 -0.85058
H -0.86142 -0.68798 -3.29599
H 0.38059 -1.24168 -2.20212
H 0.50136 0.39762 -2.99968
H -2.76026 -0.67865 -1.79078
H -2.60135 0.06078 -0.19803
H -1.19012 -2.49846 -1.17019
H -2.38853 -2.37683 0.10932
H -1.58003 -2.14251 2.26401
H -1.76922 -0.41893 1.86708
H -0.26693 -1.00251 2.62321
H 0.07583 -3.57794 0.58639
H 1.14398 -2.48832 1.51256
H 1.18306 -2.54161 -0.28512
N 2.68984 1.41424 2.85795
C 1.97540 1.29967 1.78844
O 1.40984 0.16431 1.49833
C 1.70028 2.39074 0.81723
C 1.24449 1.73542 -0.45766
H 2.82379 0.63129 3.49171
H 3.14053 2.28960 3.10496
H 2.54777 3.06517 0.65086
H 0.89110 3.01710 1.21344
H 2.06597 1.10481 -0.99092
H 0.81640 2.42803 -1.17145
```

Löwdin atomic charge list, values in e, 2 entries: atom 1 (Ru): 1.35, atom 2 (C): 0.00

---

No. 3
Computed, not measured: a structure of composition C40H36BrIN4O9S4Ta in a non-equilibrium geometry, with ωB97M-V with the def2-TZVPD basis set.

Its LUMO energy is -3.411 eV. Its energy relative to the best compared isomer or geometry (same formula, charge and spin) is 71.2 kcal per mole. The HOMO-LUMO gap comes out at 7.49 eV. Its net charge is +1. The value obtained for the highest occupied orbital energy is -0.4005 Ha.

The geometry in XYZ format:
```
96
C40H36BrIN4O9S4Ta | OMol25 | ωB97M-V with the def2-TZVPD basis set
Ta -0.62943 0.05479 0.02542
O -3.45949 -0.74192 2.46023
S -2.77799 0.28848 1.76069
O -1.53592 0.77893 2.30879
O -2.52566 -0.09090 0.29391
C -3.78054 1.70321 1.47657
C -5.15826 1.62053 1.56803
C -5.93246 2.69898 1.17167
C -5.32219 3.83933 0.66756
C -3.94184 3.91059 0.55246
C -3.15755 2.83573 0.94814
S -1.37428 3.14702 0.86977
O -0.95453 3.51082 2.18152
O -1.21776 4.11902 -0.17562
O -0.62140 1.88711 0.38063
H -5.60034 0.70710 1.94500
H -7.00914 2.63566 1.24542
H -5.92566 4.67976 0.35322
H -3.44978 4.78215 0.14398
C -2.91599 -5.63696 -0.91754
C -2.51640 -4.98896 -2.23682
N -2.51120 -3.52686 -2.15896
C -3.76792 -2.84532 -2.47465
C -3.91409 -2.51378 -3.95755
C -1.39957 -2.89397 -1.80898
S -1.33996 -1.12831 -2.07660
N -0.34933 -3.57915 -1.42946
C 0.75114 -2.97412 -0.97326
O 0.79905 -1.78359 -0.57613
C 1.98800 -3.77902 -0.93417
C 3.14458 -3.22677 -0.38454
C 4.32727 -3.94478 -0.39565
C 4.36350 -5.21498 -0.95441
C 3.21025 -5.77568 -1.48727
C 2.02398 -5.06359 -1.47704
H -3.01107 -6.71409 -1.05136
H -3.87337 -5.25128 -0.56467
H -2.15928 -5.44333 -0.15810
H -3.21746 -5.26733 -3.02456
H -1.51901 -5.31109 -2.52560
H -3.82954 -1.93030 -1.88968
H -4.57475 -3.50718 -2.15763
H -3.06339 -1.92167 -4.29164
H -4.81911 -1.92528 -4.10854
H -3.98314 -3.41682 -4.56411
H 3.09701 -2.24172 0.05904
H 5.22216 -3.51596 0.03640
H 5.29327 -5.76862 -0.97259
H 3.23721 -6.77206 -1.90798
H 1.12072 -5.48734 -1.89012
C 0.55188 1.68493 7.48868
C 0.51055 1.02767 6.13971
C 0.84886 1.76464 5.00296
C 0.85756 1.17650 3.75512
C 0.49524 -0.15930 3.63920
C 0.15211 -0.91356 4.74702
C 0.16676 -0.31308 5.99466
S 0.59548 -0.93571 2.05788
O -0.70049 -1.33742 1.41188
O 1.49882 -2.03195 2.20560
N 1.08138 0.16284 1.02079
C 2.38231 0.32362 0.56314
C 3.53065 0.21991 1.30432
C 4.77572 0.43154 0.68489
C 4.86944 0.70471 -0.65141
C 3.69920 0.79535 -1.43798
C 3.69699 1.03023 -2.82789
C 2.50479 1.10171 -3.49350
C 1.30608 0.93781 -2.78521
N 1.26238 0.71232 -1.49037
C 2.44501 0.62636 -0.81604
H 1.58693 1.90174 7.75902
H 0.12691 1.04846 8.26214
H 0.01042 2.63065 7.47296
H 1.09664 2.81401 5.09766
H 1.10622 1.75767 2.87897
H -0.11548 -1.95641 4.62985
H -0.09174 -0.90089 6.86572
H 3.47658 -0.03046 2.35563
H 5.67266 0.37894 1.28717
H 5.83260 0.84425 -1.12457
H 4.63940 1.14322 -3.34910
H 2.46093 1.27603 -4.55895
H 0.35737 0.99393 -3.30359
Br -4.75400 2.88881 -3.77448
C -3.18492 3.92609 -3.80196
C -3.15550 5.12506 -4.49660
C -2.00219 5.89396 -4.48655
C -0.87901 5.46130 -3.79894
C -0.90289 4.25834 -3.11353
C -2.05653 3.49354 -3.11693
I -2.07415 1.59005 -2.02868
H -4.03615 5.43957 -5.03885
H -1.98749 6.84118 -5.00824
H 0.02112 6.06076 -3.78986
H -0.04248 3.92260 -2.55131
```

Löwdin atomic charge list, values in e, 2 entries: atom 1 (Ta): 1.53, atom 2 (O): -0.20

---

No. 4
Computed, not measured: a structure of composition C4H6CuO in a non-equilibrium geometry, with ωB97M-V with the def2-TZVPD basis set.

Its LUMO energy is -5.181 eV. Its energy relative to the best compared isomer or geometry (same formula, charge and spin) is 99.3 kcal per mole. The HOMO-LUMO gap comes out at 8.84 eV. Its net charge is +1. The value obtained for the highest occupied orbital energy is -0.5155 Ha.

The geometry in XYZ format:
```
12
C4H6CuO | OMol25 | ωB97M-V with the def2-TZVPD basis set
O 0.65689 -1.22710 1.79340
Cu -0.87148 0.17299 2.63042
C 1.24729 -1.51946 0.76543
C 1.14104 -0.68249 -0.58230
H 2.04670 -0.86063 -1.18082
H 1.54839 0.22218 0.03693
H 0.40831 -1.20342 -1.21811
H 1.57732 -2.56717 0.63267
C -1.30026 1.33892 0.17711
C -1.98143 1.94976 -0.73015
H -2.11537 3.03707 -0.76025
H -2.35740 1.33936 -1.56432
```

Löwdin atomic charge list, values in e, 2 entries: atom 1 (O): -0.03, atom 2 (Cu): 0.65